1.
A molecular structure, C36H99CrCsN9O17S2 in a non-equilibrium geometry, computed with ωB97M-V with the def2-TZVPD basis set.

Last column: Löwdin spin population.
Positions of all 165 atoms, in Å:
Cr 1.14 -0.86 1.49  3.7207
Cs -3.34 3.13 -0.54  0.0002
S 0.55 -1.96 3.84  -0.0196
O 0.58 -3.38 4.21  0.3214
O 0.11 -1.03 4.92  0.4299
O 1.79 -1.55 3.20  0.0322
O -0.29 -1.78 2.69  0.1679
S -0.60 0.77 0.20  0.0112
O -0.23 2.01 -0.47  0.0020
O -2.04 0.60 0.21  0.0024
O 0.19 -0.39 -0.26  0.0240
O -0.08 0.77 1.61  0.0479
C -0.53 -5.01 -1.47  0.0002
C -1.02 -4.66 -0.09  0.0011
C -0.48 -5.75 0.92  0.0001
O -1.08 -6.99 0.55  0.0001
C -0.42 -8.11 1.13  0.0000
N -0.42 -3.37 0.27  0.0056
H -0.77 -4.30 -2.27  0.0000
H -0.96 -5.99 -1.65  0.0001
H 0.55 -5.06 -1.44  0.0000
H -2.11 -4.60 -0.05  0.0000
H -0.66 -5.52 1.97  0.0001
H 0.61 -5.78 0.94  0.0000
H -0.82 -8.98 0.60  0.0000
H -0.44 -8.20 2.21  0.0000
H 0.64 -8.14 0.85  0.0000
H -0.75 -2.66 -0.36  0.0004
H -0.81 -3.14 1.17  0.0006
C 1.39 1.67 -3.80  0.0000
C 0.28 2.70 -4.08  0.0000
C -0.11 2.87 -5.57  0.0000
O 0.92 3.42 -6.27  0.0000
C 0.56 3.63 -7.64  0.0000
N -0.88 2.22 -3.28  0.0000
H 1.50 1.36 -2.76  0.0000
H 2.30 2.09 -4.22  0.0000
H 1.09 0.77 -4.34  0.0000
H 0.60 3.65 -3.66  0.0000
H -0.96 3.55 -5.57  0.0000
H -0.50 1.98 -6.05  0.0000
H -0.26 4.35 -7.69  0.0000
H 0.24 2.73 -8.17  0.0000
H 1.45 3.99 -8.14  0.0000
H -0.87 1.21 -3.35  0.0000
H -0.67 2.32 -2.30  0.0000
C -3.15 2.88 4.76  0.0020
C -3.27 1.79 3.65  0.0002
C -4.77 1.37 3.42  0.0001
O -5.30 0.96 4.71  0.0000
C -6.71 0.81 4.70  0.0000
N -2.63 2.32 2.45  0.0011
H -3.70 3.80 4.60  0.0001
H -2.13 3.20 4.98  0.0012
H -3.45 2.51 5.74  0.0000
H -2.75 0.87 3.92  0.0000
H -4.83 0.66 2.60  0.0000
H -5.21 2.30 3.05  0.0000
H -7.05 0.02 4.02  0.0000
H -7.23 1.72 4.41  0.0000
H -7.01 0.56 5.72  0.0000
H -1.68 2.26 2.78  0.0007
H -2.71 1.56 1.80  0.0001
C 1.45 3.60 4.15  0.0102
C 1.43 2.08 4.39  0.0136
C 2.06 1.77 5.76  0.0001
O 3.40 2.12 5.70  0.0001
C 4.01 1.81 6.93  0.0000
N -0.01 1.78 4.32  0.1269
H 1.10 4.03 3.21  0.0000
H 2.48 3.92 4.27  0.0012
H 0.93 4.18 4.91  -0.0001
H 1.78 1.51 3.54  0.0052
H 1.94 0.70 5.88  -0.0001
H 1.56 2.29 6.57  0.0002
H 4.95 2.36 6.99  0.0000
H 4.27 0.76 6.97  0.0000
H 3.48 2.10 7.84  0.0000
H -0.08 0.80 4.58  0.0023
H -0.17 1.56 3.34  0.0032
C 3.45 -4.39 -0.57  0.0006
C 3.13 -2.92 -0.51  0.0029
C 2.46 -2.39 -1.84  0.0005
O 3.29 -2.55 -2.98  0.0002
C 2.70 -2.19 -4.25  0.0000
N 2.22 -2.70 0.63  0.0191
H 2.60 -5.07 -0.54  0.0000
H 4.04 -4.72 0.28  0.0001
H 4.09 -4.63 -1.42  0.0002
H 4.05 -2.38 -0.28  0.0001
H 2.22 -1.34 -1.71  0.0004
H 1.53 -2.94 -1.97  0.0000
H 1.83 -2.84 -4.34  0.0000
H 3.38 -2.25 -5.10  0.0000
H 2.40 -1.14 -4.23  0.0000
H 2.47 -3.21 1.47  0.0017
H 1.38 -3.24 0.46  0.0027
C 3.10 2.34 0.97  0.0008
C 3.74 1.10 0.38  0.0043
C 5.25 1.13 0.22  0.0018
O 5.77 0.01 -0.59  0.0002
C 5.47 0.17 -1.94  0.0001
N 3.30 0.00 1.12  0.0419
H 2.01 2.45 0.90  0.0003
H 3.70 3.13 0.51  0.0000
H 3.37 2.50 2.01  0.0001
H 3.27 0.93 -0.58  0.0002
H 5.77 0.98 1.17  0.0002
H 5.59 2.05 -0.26  0.0004
H 5.91 -0.63 -2.53  0.0000
H 5.84 1.09 -2.40  0.0000
H 4.40 0.12 -2.15  0.0000
H 3.85 -0.77 0.76  0.0018
H 3.77 0.21 1.98  0.0022
C -2.66 -0.63 -3.45  0.0000
C -1.62 -1.75 -3.57  0.0000
C -1.51 -2.54 -4.92  0.0000
O -0.55 -3.56 -4.84  0.0000
C -0.52 -4.32 -6.06  0.0000
N -0.37 -1.15 -3.24  -0.0001
H -2.61 -0.34 -2.40  0.0000
H -3.67 -1.03 -3.60  0.0000
H -2.42 0.19 -4.12  0.0000
H -1.92 -2.40 -2.74  0.0000
H -1.18 -1.81 -5.65  0.0000
H -2.55 -2.84 -5.08  0.0000
H 0.25 -5.07 -5.92  0.0000
H -0.28 -3.63 -6.87  0.0000
H -1.46 -4.79 -6.35  0.0000
H 0.31 -1.87 -3.40  0.0000
H -0.25 -1.01 -2.24  -0.0001
C 1.58 6.18 -2.27  0.0000
C 1.31 5.18 -1.09  0.0000
C 1.36 5.98 0.27  0.0000
O 2.72 6.27 0.62  0.0000
C 2.79 6.89 1.91  0.0000
N -0.06 4.63 -1.21  0.0001
H 1.91 5.70 -3.19  0.0000
H 2.25 6.98 -1.96  0.0000
H 0.66 6.71 -2.54  0.0000
H 2.05 4.38 -1.20  0.0000
H 0.90 5.48 1.12  0.0000
H 0.80 6.92 0.25  0.0000
H 2.29 7.86 1.92  0.0000
H 3.85 6.91 2.17  0.0000
H 2.23 6.26 2.60  0.0000
H -0.14 4.33 -2.17  0.0000
H -0.01 3.71 -0.79  0.0000
C -3.93 -3.58 2.20  0.0000
C -3.84 -2.32 1.28  0.0000
C -5.23 -1.83 0.79  0.0000
O -5.65 -2.78 -0.22  0.0000
C -6.59 -2.29 -1.22  0.0000
N -3.12 -1.20 1.93  0.0000
H -2.95 -3.84 2.60  0.0000
H -4.33 -4.38 1.58  0.0000
H -4.57 -3.38 3.06  0.0000
H -3.37 -2.54 0.32  0.0000
H -5.17 -0.84 0.34  0.0000
H -5.88 -1.82 1.67  0.0000
H -7.57 -2.09 -0.79  0.0000
H -6.75 -2.98 -2.05  0.0000
H -6.22 -1.42 -1.75  0.0000
H -2.18 -1.46 2.21  -0.0001
H -2.85 -0.51 1.25  0.0000

Summary:
LUMO level (spin up / spin down) ... -0.36 / -4.47 eV
HOMO (spin up / spin down) ... -6.572 / -8.602 eV
⟨S²⟩ ... 8.769
Frontier orbital gap (spin up / spin down) ... 6.2 / 4.1 eV
Spin multiplicity ... 6


2.
A molecular structure, C12H23AlF8N4O2PSr in a non-equilibrium geometry, computed with ωB97M-V with the def2-TZVPD basis set.

Last column: Löwdin charge in e.
Positions of all 52 atoms, in Å:
N 0.37 0.07 -4.98  0.1554
C 1.21 0.56 -4.16  -0.5128
N 1.04 1.87 -3.55  0.0673
N 2.37 -0.14 -3.76  0.0004
C 2.23 -1.60 -3.81  -0.2280
C 1.43 -2.17 -2.60  -0.2045
C -0.08 -2.32 -2.90  -0.3052
C -0.73 -3.07 -1.69  -0.2866
Al -1.54 -1.74 -0.38  0.2871
C -0.80 -1.92 1.50  -0.2124
C -0.08 -0.61 1.90  -0.2867
O -0.70 -0.02 3.05  -0.0971
C 0.19 0.81 3.74  -0.1221
C -0.47 2.17 4.04  -0.4359
F -0.04 2.61 5.23  0.1487
F -1.77 1.95 4.20  0.1660
C -0.37 3.28 2.94  -0.3925
F -0.52 4.45 3.55  0.1890
F -1.39 3.15 2.11  0.2080
C 0.91 3.31 2.07  -0.4058
F 0.87 4.44 1.39  0.1979
F 0.91 2.33 1.16  0.1370
C 2.27 3.29 2.80  -0.4387
F 2.27 3.81 3.99  0.2011
F 3.13 4.05 2.04  0.0621
P -3.93 -2.15 -0.37  0.8371
N -4.38 -2.83 1.14  -0.1914
O -4.71 -0.69 -0.36  -0.3331
H -0.37 0.77 -5.09  0.0584
H 0.75 2.50 -4.29  0.0669
H 0.22 1.79 -2.95  0.0650
H 3.15 0.12 -4.35  0.1179
H 3.23 -2.05 -3.77  0.1095
H 1.75 -1.97 -4.73  0.1041
H 1.55 -1.55 -1.71  0.1005
H 1.80 -3.18 -2.38  0.1044
H -0.51 -1.31 -2.93  0.0403
H -0.27 -2.84 -3.84  0.1071
H -1.55 -3.73 -2.03  0.0349
H 0.01 -3.71 -1.19  0.0419
H -1.39 -0.24 -0.95  -0.0335
H -0.12 -2.78 1.56  0.0599
H -1.63 -2.12 2.20  0.0437
H -0.19 0.09 1.06  0.0640
H 0.98 -0.87 2.12  0.0871
H 1.18 0.88 3.24  0.0526
H 0.38 0.34 4.72  0.1579
H 2.71 2.23 2.76  -0.1389
H -4.21 -2.21 1.93  0.0464
H -3.90 -3.71 1.31  0.0423
H -5.19 -0.63 -1.20  0.0433
Sr 3.93 1.31 2.19  1.4200

Summary:
LUMO level ... -6.47 eV
HOMO ... -8.275 eV
Net charge ... +1
Frontier orbital gap ... 1.8 eV


3.
A molecular structure, C27H27LiN4O4Se, computed with ωB97M-V with the def2-TZVPD basis set.

Last column: Löwdin charge in e.
Positions of all 64 atoms, in Å:
Li -2.65 -0.99 -0.50  0.5311
C 2.83 -0.17 -3.95  -0.0458
C 3.47 -0.16 -2.59  -0.2162
C 4.83 0.03 -2.42  -0.0752
C 5.42 0.06 -1.16  -0.1279
C 4.61 -0.10 -0.05  -0.1102
C 3.25 -0.29 -0.18  -0.0394
C 2.65 -0.34 -1.44  -0.2014
N 1.30 -0.54 -1.64  0.1472
C 0.30 -0.58 -0.63  -0.3712
N 0.48 -1.61 0.24  0.1224
C -0.39 -2.16 1.26  -0.2522
C -1.75 -1.83 1.28  -0.1024
C -2.45 -2.47 2.31  -0.1742
C -1.87 -3.34 3.23  -0.1459
C -0.52 -3.63 3.14  -0.1150
C 0.25 -3.04 2.14  -0.2557
C 1.72 -3.36 2.04  -0.0739
N -0.64 0.28 -0.60  0.1559
C -0.60 1.34 -1.53  -0.2315
C -1.24 1.22 -2.76  -0.0136
C -1.24 2.28 -3.66  -0.0804
C -0.60 3.46 -3.34  -0.1241
C 0.05 3.58 -2.12  -0.0816
C 0.06 2.54 -1.20  -0.2178
C 0.73 2.69 0.13  -0.0382
H 3.60 -0.10 -4.73  0.0699
H 2.14 0.66 -4.08  0.0856
H 2.26 -1.09 -4.11  0.0898
H 5.44 0.17 -3.31  0.0987
H 6.49 0.21 -1.06  0.0833
H 5.05 -0.07 0.95  0.0933
H 2.63 -0.39 0.70  0.0962
H 0.93 -0.17 -2.50  0.1142
H 1.24 -2.21 -0.03  0.1117
H -3.52 -2.29 2.41  0.0703
H -2.47 -3.81 4.01  0.0735
H -0.04 -4.32 3.83  0.0820
H 2.02 -4.05 2.84  0.0611
H 2.35 -2.46 2.13  0.0630
H 1.98 -3.83 1.09  0.0730
H -1.77 0.29 -2.98  0.0700
H -1.78 2.16 -4.59  0.1021
H -0.60 4.30 -4.04  0.0811
H 0.55 4.51 -1.86  0.0918
H 1.27 3.64 0.19  0.0676
H 1.45 1.88 0.32  0.0601
H 0.00 2.65 0.94  0.0637
O -4.92 -2.60 -2.91  -0.5553
Se -3.94 -1.32 -2.65  0.6705
O -4.35 -0.52 -1.24  -0.6261
O -2.38 -1.80 -2.31  -0.6116
O -3.93 -0.29 -3.92  -0.5525
C -2.62 1.99 4.85  -0.1107
C -1.40 1.56 4.35  -0.0813
C -1.33 1.16 3.02  -0.1542
N -2.37 1.20 2.20  0.0952
C -3.54 1.60 2.68  -0.1328
C -3.71 2.01 4.00  -0.0893
H -2.71 2.30 5.88  0.0900
H -0.52 1.51 4.98  0.0909
H -0.41 0.77 2.59  0.1015
H -4.37 1.58 1.99  0.1123
H -4.69 2.32 4.35  0.0886

Summary:
LUMO level ... 4.27 eV
HOMO ... -1.518 eV
Net charge ... -2
Frontier orbital gap ... 5.8 eV


4.
C4H3PS in the gas phase in a non-equilibrium geometry, computed with ωB97M-V with the def2-TZVPD basis set.

Last column: Löwdin charge in e.
Positions of all 9 atoms, in Å:
C -0.72 2.37 -2.45  -0.4873
C -0.22 2.63 -3.58  -0.8241
C -0.15 -0.09 0.54  -0.1244
C -0.17 0.39 -0.68  -0.4456
P -1.39 1.80 -0.99  0.9517
S 0.65 3.07 -4.83  0.6894
H 0.64 -0.82 0.73  0.0536
H -1.03 0.08 1.26  0.0792
H 0.48 0.15 -1.64  0.1075

Summary:
LUMO level ... -2.06 eV
HOMO ... -8.343 eV
Frontier orbital gap ... 6.3 eV


5.
13 unconnected molecules or ions with the total composition C21H68N18O13 in a non-equilibrium geometry, computed with ωB97M-V with the def2-TZVPD basis set.

Last column: Löwdin charge in e.
Positions of all 120 atoms, in Å:
C -0.59 -4.86 1.34  -0.0477
C -1.69 -5.89 1.44  -0.5214
C -1.87 -6.85 0.30  -0.0623
O -1.47 -6.77 2.50  -0.0638
H -0.77 -4.42 0.36  0.0739
H 0.44 -5.16 1.53  0.0871
H -0.87 -4.03 1.99  0.0755
H -2.65 -5.43 1.68  0.1328
H -1.07 -7.59 0.29  0.0820
H -1.70 -6.32 -0.64  0.0736
H -2.76 -7.47 0.26  0.0815
H -0.99 -6.39 3.25  0.0886
C 2.47 -5.45 -5.53  -0.0813
C 3.76 -5.94 -6.14  -0.4701
C 3.87 -7.48 -5.91  -0.0629
O 3.67 -5.70 -7.56  -0.0594
H 2.56 -4.37 -5.40  0.0763
H 2.19 -5.84 -4.56  0.0792
H 1.60 -5.58 -6.17  0.0790
H 4.62 -5.51 -5.64  0.1374
H 4.77 -7.80 -6.43  0.0711
H 2.99 -7.99 -6.31  0.0782
H 4.09 -7.66 -4.85  0.0740
H 2.82 -6.03 -7.86  0.0786
C -0.84 7.37 0.01  -0.0571
C -1.47 8.47 0.87  -0.4948
C -0.77 8.64 2.30  -0.0329
O -1.44 9.61 0.07  -0.0486
H -1.01 7.52 -1.06  0.0766
H -1.22 6.38 0.24  0.0748
H 0.24 7.47 0.16  0.0734
H -2.52 8.24 1.06  0.1218
H -1.14 7.90 3.01  0.0663
H -0.93 9.62 2.75  0.0670
H 0.31 8.50 2.24  0.0600
H -2.33 9.60 -0.29  0.0939
C 3.49 -0.36 6.77  -0.0562
C 4.65 -0.79 5.88  -0.4520
C 6.09 -0.34 6.28  -0.0569
O 4.66 -2.21 6.01  -0.0919
H 3.49 -1.01 7.65  0.0754
H 2.47 -0.43 6.39  0.0809
H 3.70 0.65 7.13  0.0733
H 4.51 -0.42 4.87  0.1332
H 6.49 -0.85 7.15  0.0702
H 6.04 0.71 6.56  0.0706
H 6.90 -0.54 5.58  0.0741
H 4.85 -2.49 6.91  0.0790
C -0.59 1.05 0.05  -0.8110
O -1.28 1.69 0.77  0.0446
N 0.73 1.22 -0.02  0.1599
N -1.07 0.22 -0.84  0.1621
H 1.25 1.69 0.71  0.1164
H 1.22 0.77 -0.78  0.1007
H -2.06 0.08 -0.88  0.1211
H -0.43 -0.19 -1.50  0.1065
C -1.73 3.83 6.07  -0.8032
O -1.65 4.23 7.22  0.0092
N -0.65 3.60 5.40  0.1665
N -2.86 3.65 5.45  0.1670
H -0.76 3.32 4.44  0.1062
H 0.27 3.84 5.76  0.1244
H -2.77 3.33 4.50  0.1075
H -3.73 3.84 5.94  0.1223
C -2.99 -2.06 -7.11  -0.7861
O -3.86 -2.94 -7.15  0.0064
N -2.43 -1.55 -8.11  0.1682
N -2.45 -1.68 -5.96  0.1503
H -1.80 -0.79 -7.87  0.1097
H -2.96 -1.32 -8.94  0.1325
H -3.00 -1.83 -5.12  0.1174
H -1.61 -1.13 -6.00  0.1017
C -8.07 -0.83 3.94  -0.7703
O -8.75 -1.79 3.50  -0.0165
N -8.37 -0.23 5.05  0.1534
N -7.07 -0.33 3.29  0.1657
H -7.71 0.14 5.72  0.1136
H -9.20 -0.64 5.46  0.1179
H -6.62 0.48 3.68  0.1117
H -6.87 -0.65 2.35  0.1246
C 6.65 -2.75 0.35  -0.8228
O 7.36 -2.56 -0.63  0.0083
N 5.35 -2.49 0.38  0.1660
N 7.18 -3.21 1.39  0.1737
H 4.93 -2.82 1.23  0.1038
H 5.00 -2.06 -0.47  0.1205
H 6.58 -3.37 2.19  0.1153
H 8.17 -3.34 1.48  0.1355
C 4.56 5.97 3.40  -0.7184
O 4.01 4.86 3.22  -0.0155
N 4.62 6.52 4.56  0.1494
N 4.94 6.84 2.42  0.1444
H 4.57 7.52 4.51  0.1071
H 4.39 6.06 5.44  0.1256
H 5.23 7.77 2.69  0.0963
H 4.86 6.56 1.45  0.1109
C -6.86 -4.10 -2.20  -0.8513
O -6.29 -3.07 -2.21  0.0688
N -6.83 -4.88 -3.27  0.1522
N -7.58 -4.59 -1.27  0.1769
H -7.28 -5.77 -3.12  0.0940
H -6.14 -4.71 -3.99  0.1199
H -7.80 -4.10 -0.41  0.1316
H -7.88 -5.53 -1.49  0.1076
C 5.08 1.22 -5.03  -0.8531
O 4.15 0.82 -4.35  0.0212
N 6.27 0.89 -4.76  0.1738
N 4.98 2.03 -6.02  0.1687
H 6.36 0.33 -3.93  0.1323
H 7.05 1.08 -5.37  0.1199
H 4.08 1.94 -6.48  0.1246
H 5.83 2.32 -6.48  0.1123
C -5.31 4.51 -3.16  -0.7667
O -4.64 5.39 -3.69  0.0224
N -5.49 4.54 -1.84  0.1330
N -5.54 3.33 -3.64  0.1615
H -4.91 5.23 -1.38  0.1104
H -6.25 4.04 -1.39  0.1008
H -6.01 2.66 -3.05  0.1149
H -5.15 3.20 -4.57  0.1238

Summary:
LUMO level ... -0.14 eV
HOMO ... -9.521 eV
Frontier orbital gap ... 9.4 eV